# 1
ORCA calculation (ωB97M-V/def2-TZVPD) on a 2-piece molecular cluster, C4H11N2 overall at a distorted geometry.

Atoms and positions in Å:
C -2.045 -0.023 0.418
C -0.715 0.166 0.143
N -0.179 1.009 -0.774
N -2.327 -0.875 1.596
H -2.886 0.445 -0.049
H 0.023 -0.409 0.718
H 0.749 1.376 -0.560
H -0.848 1.543 -1.322
H -2.772 -1.764 1.335
H -2.914 -0.372 2.222
H -1.486 -1.100 2.098
C 2.491 -0.723 -0.827
C 3.037 0.530 -0.894
H 1.521 -1.012 -1.116
H 3.028 -1.438 -0.220
H 2.566 1.333 -1.522
H 3.955 0.768 -0.378

Results
- ΔE to the lowest compared entry with this formula, charge and spin (kcal/mol) = 63.66
- charge = +1
- orbital gap (eV) = 9.56

=====

# 2
ORCA calculation (ωB97M-V/def2-TZVPD) on an isolated ion of composition C4H11N2 and charge +1 at a distorted geometry.

Atoms and positions in Å:
C -0.144 -2.103 -0.801
C 0.252 -1.324 0.183
C 0.873 0.127 0.037
N 2.074 0.029 0.893
C -0.095 1.190 0.392
N -1.468 0.909 -0.474
H -0.756 -3.001 -0.644
H -0.105 -1.787 -1.847
H 0.513 -1.654 1.132
H 1.314 0.228 -0.982
H 1.890 -0.120 1.913
H 2.859 0.529 0.581
H -0.512 1.137 1.455
H 0.057 2.189 0.160
H -2.108 1.620 -0.222
H -1.699 -0.034 -0.348
H -1.273 1.023 -1.474

Results
- ΔE to the lowest compared entry with this formula, charge and spin (kcal/mol) = 62.46
- charge = +1
- orbital gap (eV) = 9.63

=====

# 3
ORCA calculation (ωB97M-V/def2-TZVPD) on an isolated ion of composition C4H11N2 and charge +1 at a distorted geometry.

Atoms and positions in Å:
N -0.510 2.058 0.440
C -1.041 0.966 1.256
C -1.376 -0.302 0.420
C -0.144 -1.012 -0.070
C 0.651 -0.529 -0.985
N 1.908 -1.310 -1.325
H -1.021 2.918 0.567
H 0.472 2.209 0.600
H -0.312 0.693 2.020
H -1.984 1.242 1.688
H -1.979 -0.043 -0.435
H -1.892 -0.936 1.135
H -0.012 -1.990 0.357
H 0.592 0.369 -1.576
H 1.870 -2.189 -0.809
H 2.101 -1.404 -2.322
H 2.677 -0.742 -0.961

Results
- ΔE to the lowest compared entry with this formula, charge and spin (kcal/mol) = 43.91
- charge = +1
- orbital gap (eV) = 9.02

=====

# 4
ORCA calculation (ωB97M-V/def2-TZVPD) on an isolated ion of composition C4H11N2 and charge +1 at a distorted geometry.

Atoms and positions in Å:
C 2.131 -0.442 -0.302
C 1.214 0.779 0.017
C -0.243 0.328 -0.019
N -1.264 1.371 0.032
C -0.723 -0.929 0.227
N -2.070 -1.252 0.136
H 2.264 -1.054 0.525
H 1.780 -1.061 -1.117
H 3.170 -0.055 -0.580
H 1.280 1.522 -0.812
H 1.573 1.219 0.996
H -1.282 2.075 -0.716
H -1.221 1.975 0.870
H -2.184 0.798 0.015
H -0.019 -1.639 0.626
H -2.256 -1.676 -0.741
H -2.152 -1.961 0.843

Results
- ΔE to the lowest compared entry with this formula, charge and spin (kcal/mol) = 42.52
- charge = +1
- orbital gap (eV) = 10.32

=====

# 5
ORCA calculation (ωB97M-V/def2-TZVPD) on an isolated ion of composition C4H11N2 and charge +1 at a distorted geometry.

Atoms and positions in Å:
C -1.712 1.139 -0.268
N -0.799 0.177 -0.010
C -1.269 -1.168 0.188
N 0.575 0.160 -0.217
C 1.307 -1.037 0.046
C 1.368 1.452 -0.011
H -1.355 2.166 -0.591
H -2.683 0.933 -0.261
H -2.435 -1.265 0.269
H -0.979 -1.693 -0.702
H -0.771 -1.675 0.951
H 0.977 -1.820 -0.666
H 2.316 -0.859 0.157
H 0.993 -1.384 1.006
H 0.580 2.308 0.039
H 1.842 1.161 0.952
H 2.045 1.404 -0.882

Results
- ΔE to the lowest compared entry with this formula, charge and spin (kcal/mol) = 102.48
- charge = +1
- orbital gap (eV) = 9.00

=====

# 6
ORCA calculation (ωB97M-V/def2-TZVPD) on an isolated ion of composition C4H11N2 and charge +1 at a distorted geometry.

Atoms and positions in Å:
C -2.026 -0.862 -0.022
N -1.368 0.464 -0.025
C -0.007 0.421 0.514
C 1.057 1.324 -0.065
C 1.220 -0.121 -0.438
N 2.109 -1.020 0.172
H -1.368 -1.585 -0.498
H -2.217 -1.185 1.001
H -2.970 -0.822 -0.560
H -1.933 1.131 0.521
H -1.325 0.816 -0.990
H 0.046 0.141 1.553
H 1.754 1.773 0.627
H 0.762 2.009 -0.850
H 0.908 -0.413 -1.433
H 2.759 -1.447 -0.471
H 2.598 -0.628 0.966

Results
- ΔE to the lowest compared entry with this formula, charge and spin (kcal/mol) = 48.94
- charge = +1
- orbital gap (eV) = 9.50

=====

# 7
ORCA calculation (ωB97M-V/def2-TZVPD) on an isolated ion of composition C4H11N2 and charge +1 at a distorted geometry.

Atoms and positions in Å:
C 0.700 -0.902 2.115
N 0.029 -0.471 1.138
C 0.084 1.031 0.844
C 0.543 1.192 -0.677
C -0.670 0.463 -1.564
N -0.614 -1.145 -1.365
H 1.496 -0.299 2.583
H 0.393 -1.899 2.462
H -0.945 1.336 1.093
H 0.808 1.356 1.572
H 0.716 2.259 -0.799
H 1.422 0.648 -0.998
H -1.708 0.814 -1.603
H -0.210 0.577 -2.532
H -1.416 -1.404 -1.926
H -0.611 -1.098 -0.166
H 0.198 -1.634 -1.732

Results
- ΔE to the lowest compared entry with this formula, charge and spin (kcal/mol) = 63.33
- charge = +1
- orbital gap (eV) = 11.58

=====

# 8
ORCA calculation (ωB97M-V/def2-TZVPD) on C4H11N2 as an isolated structure at a distorted geometry.

Atoms and positions in Å:
C 0.294 -0.309 -1.293
C -1.121 -0.737 -0.851
C 0.429 -0.051 0.205
C 0.278 1.315 0.790
N -2.153 0.123 -1.078
N 1.284 -1.016 0.919
H 0.973 -1.092 -1.786
H 0.310 0.495 -1.859
H -1.108 -1.646 -0.317
H 0.918 2.264 0.494
H 0.364 1.241 1.894
H -0.809 1.742 0.562
H -3.033 -0.058 -0.509
H -2.276 0.910 -1.818
H 0.858 -1.948 0.795
H 1.264 -0.702 1.936
H 2.147 -1.038 0.551

Results
- ΔE to the lowest compared entry with this formula, charge and spin (kcal/mol) = 93.49
- charge = +1
- orbital gap (eV) = 8.38

=====

# 9
ORCA calculation (ωB97M-V/def2-TZVPD) on an isolated ion of composition C4H11N2 and charge +1 at a distorted geometry.

Atoms and positions in Å:
C 2.268 -0.280 -1.077
N 1.109 0.556 -0.813
C -0.282 0.074 -0.559
N -0.965 1.291 0.132
C -0.846 0.191 1.049
C -2.025 -0.746 1.437
H 2.590 -0.999 -0.134
H 2.270 -0.979 -2.007
H 3.164 0.371 -1.233
H 1.111 1.299 -1.611
H 1.258 1.046 0.137
H -0.802 -0.514 -1.379
H -1.968 1.463 -0.110
H -0.033 0.175 1.817
H -2.152 -1.360 0.477
H -2.952 -0.165 1.574
H -1.743 -1.421 2.300

Results
- ΔE to the lowest compared entry with this formula, charge and spin (kcal/mol) = 87.83
- charge = +1
- orbital gap (eV) = 10.78

=====

# 10
ORCA calculation (ωB97M-V/def2-TZVPD) on one molecule with the formula C4H11N2O at a distorted geometry.

Atoms and positions in Å:
N -0.240 -1.202 1.772
C 0.203 -0.303 0.617
C 0.248 1.129 1.098
C -0.844 -0.550 -0.451
N -0.585 0.009 -1.657
C 0.658 0.586 -2.135
O -1.728 -1.392 -0.298
H 0.097 -2.178 1.717
H -1.276 -1.248 1.698
H 0.055 -0.817 2.683
H 1.206 -0.746 0.417
H -0.620 1.440 1.709
H 0.110 1.781 0.228
H 1.147 1.353 1.682
H -1.362 -0.068 -2.294
H 0.515 1.619 -2.439
H 1.380 0.538 -1.340
H 1.037 0.048 -3.004

Results
- 2S+1 = 2
- expectation value of S² = 0.751
- ΔE to the lowest compared entry with this formula, charge and spin (kcal/mol) = 33.51
- charge = 0
- orbital gap (alpha / beta) (eV) = 4.15 / 10.67

=====

# 11
ORCA calculation (ωB97M-V/def2-TZVPD) on an isolated ion of composition C4H11N2O and charge +1 at a distorted geometry.

Atoms and positions in Å:
C -1.358 -0.684 -0.493
N -0.299 0.387 -0.537
C -0.740 1.465 0.250
C 1.228 -0.060 0.280
N 1.112 -0.876 1.329
C 2.080 -0.156 -0.836
O 2.084 0.962 0.058
H -2.117 -0.395 0.166
H -1.669 -0.963 -1.562
H -0.906 -1.628 0.003
H 0.001 0.650 -1.503
H -0.150 2.445 0.096
H -1.731 1.710 0.305
H -0.486 1.107 1.281
H 1.147 -1.918 1.243
H 0.709 -0.510 2.198
H 3.038 -0.748 -0.856
H 1.927 -0.045 -1.869

Results
- ΔE to the lowest compared entry with this formula, charge and spin (kcal/mol) = 100.90
- charge = +1
- orbital gap (eV) = 12.37

=====

# 12
ORCA calculation (ωB97M-V/def2-TZVPD) on a 3-piece molecular cluster, C4H11N2O overall at a distorted geometry.

Atoms and positions in Å:
C 1.755 9.091 -1.842
C 0.430 -6.951 1.100
C 0.473 8.675 -1.981
C -0.326 -7.735 0.306
N -1.439 -6.877 3.247
N -0.182 8.331 -3.142
O -1.238 -8.314 -0.108
H -1.582 -7.694 3.778
H 2.354 9.180 -2.666
H 2.046 9.327 -0.905
H 0.280 -5.908 0.906
H 1.622 -7.109 1.084
H 0.175 -7.071 2.197
H -0.252 8.531 -1.169
H -2.091 -6.623 2.532
H -1.205 -6.074 3.813
H -1.178 8.505 -3.259
H 0.358 8.714 -3.891

Results
- ΔE to the lowest compared entry with this formula, charge and spin (kcal/mol) = 108.29
- charge = +1
- orbital gap (eV) = 3.22

=====

# 13
ORCA calculation (ωB97M-V/def2-TZVPD) on C4H11N2O as an isolated structure at a distorted geometry.

Atoms and positions in Å:
C 1.955 -0.309 0.083
C 0.041 -0.413 0.265
C -0.427 -1.760 -0.262
C -1.983 0.963 0.747
N 2.457 0.882 -0.441
N -0.761 0.729 -0.152
O 1.139 -0.250 1.141
H 2.179 -1.293 -0.386
H -1.499 -1.861 -0.212
H 0.173 -2.451 0.278
H -0.246 -2.079 -1.397
H -2.880 1.247 0.160
H -2.239 0.088 1.216
H -1.739 1.808 1.521
H 1.982 1.718 -0.034
H 2.973 0.856 -1.360
H -0.157 1.525 -0.080
H -0.968 0.600 -1.087

Results
- ΔE to the lowest compared entry with this formula, charge and spin (kcal/mol) = 125.27
- charge = +1
- orbital gap (eV) = 8.31

=====

# 14
ORCA calculation (ωB97M-V/def2-TZVPD) on an isolated ion of composition C4H11N2O and charge +1 at a distorted geometry.

Atoms and positions in Å:
C -1.006 -0.501 -1.908
N -0.706 -1.091 -0.495
C -0.488 -0.377 0.640
C -1.956 0.357 1.292
O -1.889 1.485 1.572
N 0.518 0.781 0.618
C 2.007 0.517 0.724
H 0.009 -0.406 -2.389
H -1.686 -1.204 -2.427
H -1.473 0.440 -1.836
H -0.239 -1.994 -0.506
H -0.348 -1.048 1.534
H -2.930 -0.308 1.497
H 0.299 1.451 1.380
H 0.301 1.293 -0.219
H 2.336 -0.051 1.566
H 2.496 0.120 -0.153
H 2.421 1.463 0.898

Results
- ΔE to the lowest compared entry with this formula, charge and spin (kcal/mol) = 76.93
- charge = +1
- orbital gap (eV) = 10.03

=====

# 15
ORCA calculation (ωB97M-V/def2-TZVPD) on C4H11N2O as an isolated structure at a distorted geometry.

Atoms and positions in Å:
C 0.551 -0.737 -2.091
C -0.347 -0.114 -1.140
C 0.761 1.136 1.166
C -0.454 -0.950 1.502
N -1.172 0.918 -1.152
N 0.469 -0.192 0.659
O -0.559 -1.386 -1.448
H 0.410 -0.539 -3.148
H 1.532 -1.088 -1.800
H -0.157 1.719 1.224
H 1.184 1.079 2.172
H 1.474 1.644 0.520
H -0.029 -1.105 2.497
H -1.392 -0.405 1.609
H -0.652 -1.925 1.048
H -0.846 1.837 -1.398
H -2.096 0.839 -0.756
H 1.322 -0.732 0.536

Results
- ΔE to the lowest compared entry with this formula, charge and spin (kcal/mol) = 71.61
- charge = +1
- orbital gap (eV) = 11.92

=====

# 16
ORCA calculation (ωB97M-V/def2-TZVPD) on an isolated ion of composition C4H11N2O and charge +1 at a distorted geometry.

Atoms and positions in Å:
C -0.228 2.710 -0.801
C 0.249 1.300 -0.415
O 1.341 1.330 0.402
N -0.387 0.093 -0.677
C -0.084 -1.235 -0.375
C -1.310 -1.910 0.157
N 0.993 -1.383 0.761
H -1.274 2.668 -0.704
H 0.129 3.402 -0.080
H 0.117 3.126 -1.787
H 1.428 2.098 0.936
H 0.307 -1.882 -1.269
H -1.978 -1.807 -0.656
H -1.710 -1.456 1.006
H -0.997 -2.978 0.397
H 0.346 -1.526 1.517
H 1.689 -2.110 0.635
H 1.369 -0.441 0.952

Results
- ΔE to the lowest compared entry with this formula, charge and spin (kcal/mol) = 58.94
- charge = +1
- orbital gap (eV) = 10.76

=====

# 17
ORCA calculation (ωB97M-V/def2-TZVPD) on an isolated ion of composition C4H11N2O and charge +1 at a distorted geometry.

Atoms and positions in Å:
C 0.257 1.908 1.322
C -0.494 0.665 0.721
C 0.358 -0.260 -0.138
N 0.935 0.403 -1.374
C -0.479 -1.410 -0.787
N -0.933 -2.328 0.070
O -0.579 -1.496 -2.003
H 0.839 2.383 0.520
H 0.923 1.562 2.090
H -0.545 2.576 1.590
H -0.794 -0.039 1.508
H -1.414 1.032 0.274
H 1.070 -0.879 0.408
H 0.681 -0.269 -2.149
H 1.931 0.509 -1.225
H 0.384 1.242 -1.541
H -0.748 -2.460 1.044
H -1.392 -3.138 -0.328

Results
- ΔE to the lowest compared entry with this formula, charge and spin (kcal/mol) = 21.15
- charge = +1
- orbital gap (eV) = 11.62

=====

# 18
ORCA calculation (ωB97M-V/def2-TZVPD) on an isolated ion of composition C4H11N2O and charge +1 at a distorted geometry.

Atoms and positions in Å:
C 2.174 -0.322 0.727
C 1.079 0.151 -0.236
C -0.364 -0.297 0.162
N -0.862 0.600 1.347
C -1.340 0.092 -0.976
N -1.440 -0.740 -2.124
O -2.002 1.121 -0.901
H 2.244 0.369 1.609
H 1.962 -1.326 1.155
H 3.225 -0.064 0.396
H 1.309 -0.202 -1.276
H 1.073 1.300 -0.178
H -0.456 -1.347 0.488
H -1.639 0.186 1.832
H -0.022 0.956 1.891
H -1.288 1.541 0.903
H -1.425 -1.714 -1.991
H -2.228 -0.306 -2.827

Results
- ΔE to the lowest compared entry with this formula, charge and spin (kcal/mol) = 39.05
- charge = +1
- orbital gap (eV) = 11.17

=====

# 19
ORCA calculation (ωB97M-V/def2-TZVPD) on a 2-piece molecular cluster, C4H11N2O overall at a distorted geometry.

Atoms and positions in Å:
C -2.412 -0.028 -0.195
C 3.244 -0.181 -0.431
C 1.264 1.316 -0.022
C 1.806 0.050 -0.104
N -1.815 -0.783 0.686
N -3.687 0.189 -0.193
O 0.949 -0.978 0.309
H 3.442 0.763 -0.864
H 3.726 -0.331 0.474
H 3.403 -0.972 -1.218
H 1.944 2.102 -0.238
H -1.802 0.545 -0.985
H 0.222 1.362 0.177
H -0.818 -0.631 0.708
H -2.422 -1.213 1.282
H -4.124 0.926 -0.658
H -4.256 -0.358 0.518
H 1.339 -1.777 0.756

Results
- 2S+1 = 3
- expectation value of S² = 2.006
- ΔE to the lowest compared entry with this formula, charge and spin (kcal/mol) = 9.19
- charge = +1
- orbital gap (alpha / beta) (eV) = 4.88 / 10.50

=====

# 20
ORCA calculation (ωB97M-V/def2-TZVPD) on an isolated ion of composition C4H11N2O2 and charge -1.

Atoms and positions in Å:
N 0.657 -2.117 -0.605
C -0.166 -0.927 -0.377
C -1.022 -1.028 0.864
O -1.745 -2.286 0.852
C 0.716 0.321 -0.285
N -0.067 1.519 -0.428
C 0.743 2.797 -0.239
O 1.497 3.152 -1.254
H 0.045 -2.915 -0.745
H 1.160 -2.386 0.242
H -0.782 -0.817 -1.276
H -1.709 -0.189 0.931
H -0.347 -1.044 1.717
H -2.460 -2.227 1.503
H 1.156 0.354 0.726
H 1.525 0.175 -1.006
H -0.449 1.519 -1.372
H -0.043 3.549 0.047
H 1.292 2.548 0.705

Results
- ΔE to the lowest compared entry with this formula, charge and spin (kcal/mol) = 71.36
- charge = -1
- orbital gap (eV) = 5.49